(1)
Entry from OMol25: a single C2H3IN2 molecule in a non-equilibrium geometry (ωB97M-V/def2-TZVPD).

The gap between HOMO and LUMO (alpha / beta) is 0.2630 / 0.2262 hartree. The largest force on an atom is 0.09657 hartree/bohr. For the energy, the calculation gives -13198.467 eV. Its molar mass is 181.96 g/mol. Its spin multiplicity is 3. The value obtained for the energy above the lowest of the compared OMol25 structures with the same formula, charge and spin is 17.7 kcal/mol. Its expectation value of S² is 2.02.

Geometry as XYZ:
```
8
C2H3IN2 | OMol25 | ωB97M-V/def2-TZVPD
C -0.11 -0.30 0.13
C 0.48 0.90 -0.01
N -1.35 -0.55 0.73
N 1.17 1.84 0.34
I -3.30 -0.31 -0.19
H 0.16 -1.12 -0.73
H -1.37 -1.54 0.79
H 1.00 2.79 -0.04
```

Just the Mulliken charges please, in e? Sure, here they are:
1. C -0.20
2. C 0.38
3. N -0.56
4. N -0.41
5. I -0.09
6. H 0.20
7. H 0.38
8. H 0.30

(2)
Entry from OMol25: 2 unconnected molecules or ions with the total composition C2H3IN2O in a non-equilibrium geometry (ωB97M-V/def2-TZVPD).

The gap between HOMO and LUMO (alpha / beta) is 0.2840 / 0.2840 hartree. The largest force on an atom is 0.07626 hartree/bohr. For the energy, the calculation gives -15248.189 eV. Its molar mass is 197.96 g/mol. Its spin multiplicity is 1. The value obtained for the energy above the lowest of the compared OMol25 structures with the same formula, charge and spin is 56.4 kcal/mol.

Geometry as XYZ:
```
9
C2H3IN2O | OMol25 | ωB97M-V/def2-TZVPD
C 1.26 0.09 -0.20
C -0.73 -0.55 0.75
N 1.24 0.97 -1.04
N -1.74 -0.05 0.06
O -0.50 -1.33 1.60
I 2.96 -1.07 0.48
H 2.02 1.36 -1.72
H -1.78 0.88 -0.28
H -2.74 -0.30 0.35
```

Just the Mulliken charges please, in e? Sure, here they are:
1. C -0.05
2. C 0.44
3. N -0.47
4. N -0.35
5. O -0.36
6. I -0.03
7. H 0.28
8. H 0.27
9. H 0.29

(3)
Entry from OMol25: a molecular structure, C2H3IN2O in a non-equilibrium geometry (ωB97M-V/def2-TZVPD).

The gap between HOMO and LUMO (alpha / beta) is 0.2372 / 0.2367 hartree. The largest force on an atom is 0.04041 hartree/bohr. For the energy, the calculation gives -15245.632 eV. Its molar mass is 197.96 g/mol. Its spin multiplicity is 1. The value obtained for the energy above the lowest of the compared OMol25 structures with the same formula, charge and spin is 115.4 kcal/mol.

Geometry as XYZ:
```
9
C2H3IN2O | OMol25 | ωB97M-V/def2-TZVPD
C -0.10 0.38 0.13
C -1.22 -0.35 -0.42
N 0.71 1.28 -0.32
N 1.45 1.10 0.82
O 0.48 0.02 1.29
I 3.32 -0.72 -0.10
H -1.34 -1.19 0.29
H -2.09 0.24 -0.23
H -1.19 -0.76 -1.45
```

Just the Mulliken charges please, in e? Sure, here they are:
1. C 0.84
2. C -0.93
3. N -0.34
4. N -0.22
5. O -0.22
6. I -0.01
7. H 0.29
8. H 0.29
9. H 0.30

(4)
Entry from OMol25: 2 unconnected molecules or ions with the total composition C2H3IN4 in a non-equilibrium geometry (ωB97M-V/def2-TZVPD).

The gap between HOMO and LUMO (alpha / beta) is 0.2955 / 0.3210 hartree. The largest force on an atom is 0.08605 hartree/bohr. For the energy, the calculation gives -16177.647 eV. Its molar mass is 209.98 g/mol. Its spin multiplicity is 1. The value obtained for the energy above the lowest of the compared OMol25 structures with the same formula, charge and spin is 89.4 kcal/mol.

Geometry as XYZ:
```
10
C2H3IN4 | OMol25 | ωB97M-V/def2-TZVPD
C -1.23 -1.37 -0.16
C 0.06 0.69 -0.63
N -1.14 -2.58 -0.72
N -0.15 -2.54 -1.59
N 0.35 -1.35 -1.66
N -0.30 -0.61 -0.69
I -1.44 2.09 -0.05
H -2.01 -1.04 0.49
H 0.90 0.80 -1.48
H 1.70 0.87 0.66
```

Just the Mulliken charges please, in e? Sure, here they are:
1. C -0.05
2. C -0.55
3. N -0.29
4. N -0.34
5. N -0.24
6. N 0.44
7. I 0.08
8. H 0.30
9. H 0.52
10. H 0.12